10
Properties=species:S:1:pos:R:3:forces:R:3:lowdin_charge:R:1 method="wB97M-V/def2-TZVPD" total_charge=0 orbital_gap_ev=10.02 e_tot_ev=-7736.6079 e_above_lowest_kj_mol=399.8
C 0.573950 -0.308058 -0.749968 -2.99 -3.18 1.82 -0.042
C -0.255673 0.329010 0.332342 1.22 0.62 0.05 -0.436
N -0.707876 -0.999574 0.748698 0.15 0.02 -2.41 0.058
O 0.520900 -1.563267 0.111306 0.22 0.96 0.43 -0.134
O -1.139470 1.337786 0.038357 1.48 0.84 2.21 0.063
H -0.118744 -0.681659 -1.455612 -0.42 0.46 -1.95 0.105
H 1.506606 -0.029041 -1.092915 1.82 0.72 -0.40 0.099
H 0.457553 0.753832 0.983162 0.58 0.56 1.46 0.139
H -0.688503 -1.237112 1.708011 0.36 0.05 1.26 0.095
H -1.706849 1.016221 -0.593296 -2.41 -1.04 -2.47 0.052